No. 1
{"formula": "C5H13N2", "method": "the ωB97M-V functional and the def2-TZVPD basis", "e_above_lowest_kj_mol": 353.4, "e_homo_ev": -13.26, "lumo_energy_ha": -0.161, "orbital_gap_ha": 0.3262, "energy_ha": -307.4870, "charge": 1, "symbols": ["H", "N", "C", "C", "H", "C", "H", "H", "H", "H", "H", "N", "H", "C", "H", "H", "H", "H", "H", "C"], "xyz": [[-3.007, -0.883, -1.240], [-0.452, -0.822, -1.379], [4.214, 0.939, 0.020], [-1.111, -0.543, -0.310], [-1.217, 0.218, 1.520], [-2.554, -0.559, -0.278], [2.706, 0.037, 1.201], [-0.757, -1.072, -2.351], [0.081, -1.182, 1.138], [4.987, 1.242, 0.776], [2.234, 0.280, -0.455], [-3.128, 0.561, 0.377], [0.565, -0.686, -1.141], [3.000, 0.381, 0.249], [4.366, 1.508, -0.881], [0.529, 0.409, 0.631], [-4.013, 0.441, 0.914], [-2.765, -1.529, 0.442], [-3.269, 1.438, -0.137], [-0.408, -0.179, 0.903]]}

=====

No. 2
{"formula": "C5H13N2", "method": "the ωB97M-V functional and the def2-TZVPD basis", "e_above_lowest_kj_mol": 302.4, "e_homo_ev": -14.06, "smiles": "CNC(C)(C)C=[NH2+]", "lumo_energy_ha": -0.156, "orbital_gap_ha": 0.3611, "energy_ha": -307.5064, "charge": 1, "symbols": ["C", "C", "H", "H", "H", "C", "N", "H", "H", "H", "H", "H", "C", "C", "H", "H", "H", "H", "H", "N"], "xyz": [[0.842, -1.994, -0.124], [-1.455, 0.278, 0.578], [-1.361, 1.896, -1.196], [0.876, 0.178, 2.004], [0.817, 1.950, 1.370], [1.000, 0.829, 1.011], [-2.118, -0.773, 0.314], [0.701, -0.764, -1.691], [1.995, -1.938, 0.136], [0.317, 2.460, -0.773], [-2.923, -1.110, 0.746], [0.015, 1.356, -2.181], [-0.018, 0.457, -0.067], [-0.344, 1.632, -1.106], [0.268, -2.187, 0.771], [-1.993, 0.916, 1.258], [2.050, 0.791, 0.591], [-1.509, -1.228, -0.327], [0.653, -2.782, -0.731], [0.177, -0.788, -0.747]]}

=====

No. 3
{"formula": "C5H13N2", "method": "the ωB97M-V functional and the def2-TZVPD basis", "e_above_lowest_kj_mol": 286.9, "e_homo_ev": -14.08, "lumo_energy_ha": -0.107, "orbital_gap_ha": 0.4105, "energy_ha": -307.5123, "charge": 1, "symbols": ["H", "C", "H", "H", "H", "N", "H", "C", "H", "C", "H", "H", "N", "H", "H", "C", "H", "H", "C", "H"], "xyz": [[-2.158, -0.070, -0.828], [0.180, -0.637, 0.599], [-1.860, 1.065, -1.896], [-0.701, -0.931, -2.623], [-0.703, 0.954, 1.546], [-0.112, 0.822, 0.725], [1.534, 1.577, 1.892], [0.355, -1.213, -0.792], [1.411, -1.416, -0.959], [1.079, 1.658, 0.906], [0.329, -2.425, 1.651], [-0.694, 0.880, -0.111], [-1.396, 0.539, -1.164], [1.778, 1.726, 0.074], [-0.089, -2.230, -0.802], [-0.337, -0.294, -1.816], [0.774, 2.734, 0.826], [0.324, -1.074, 2.782], [0.366, -1.335, 1.725], [0.261, 0.532, -2.194]]}